# 1
C11H15N | ωB97M-V/def2-TZVPD

## Properties
LUMO level = 0.93 eV
electronic energy = -482.8950 Eh
energy above the lowest of the compared OMol25 structures with the same formula, charge and spin = 53.1 kJ/mol

Last columns: bonded neighbours and bond lengths (Å).
CARTESIAN COORDINATES (ANGSTROEM)
1 C 1.098 1.906 -1.326  C2 1.479, H11 1.096, H12 1.089, H13 1.088
2 C -0.077 1.685 -0.456  C1 1.479, C3 1.352, C10 1.452
3 C -0.491 2.412 0.606  C2 1.352, N4 1.379, H14 1.078
4 N -1.703 1.962 1.085  C3 1.379, C5 1.378, H15 1.002
5 C -2.075 0.870 0.330  N4 1.378, C6 1.400, C10 1.401
6 C -3.214 0.064 0.453  C5 1.400, C7 1.380, H16 1.084
7 C -3.208 -1.107 -0.277  C6 1.380, C8 1.404, H17 1.084
8 C -2.149 -1.412 -1.147  C7 1.404, C9 1.382, H18 1.079
9 C -1.103 -0.538 -1.377  C8 1.382, C10 1.405, H19 1.080
10 C -1.085 0.656 -0.637  C2 1.452, C5 1.401, C9 1.405
11 H 1.662 0.977 -1.472  C1 1.096
12 H 1.774 2.647 -0.901  C1 1.089
13 H 0.874 2.229 -2.340  C1 1.088
14 H -0.030 3.282 1.045  C3 1.078
15 H -2.320 2.445 1.708  N4 1.002
16 H -4.118 0.473 0.889  C6 1.084
17 H -3.969 -1.864 -0.118  C7 1.084
18 H -2.250 -2.295 -1.759  C8 1.079
19 H -0.290 -0.837 -2.022  C9 1.080
20 C 2.827 -1.828 1.728  C21 1.540, H22 1.084, H23 1.089, H24 1.094
21 C 2.855 -1.594 0.206  C20 1.540, H25 1.090, H26 1.088, H27 1.089
22 H 2.867 -2.890 1.948  C20 1.084
23 H 3.639 -1.272 2.194  C20 1.089
24 H 1.974 -1.325 2.194  C20 1.094
25 H 3.250 -2.450 -0.341  C21 1.090
26 H 3.410 -0.683 -0.006  C21 1.088
27 H 1.851 -1.512 -0.207  C21 1.089


# 2
C11H15N | ωB97M-V/def2-TZVPD

## Properties
LUMO level = 0.95 eV
electronic energy = -482.8873 Eh
energy above the lowest of the compared OMol25 structures with the same formula, charge and spin = 73.3 kJ/mol

Last columns: bonded neighbours and bond lengths (Å).
CARTESIAN COORDINATES (ANGSTROEM)
1 C 0.406 3.553 -1.551  C2 1.503, H11 1.093, H12 1.092, H13 1.087
2 C 0.394 2.607 -0.383  C1 1.503, C3 1.356, C10 1.432
3 C -0.249 2.874 0.780  C2 1.356, N4 1.384, H14 1.055
4 N -0.204 1.778 1.625  C3 1.384, C5 1.383, H15 1.007
5 C 0.586 0.817 1.020  N4 1.383, C6 1.396, C10 1.408
6 C 0.816 -0.522 1.342  C5 1.396, C7 1.359, H16 1.090
7 C 1.259 -1.414 0.416  C6 1.359, C8 1.415, H17 1.082
8 C 1.609 -0.952 -0.875  C7 1.415, C9 1.376, H18 1.080
9 C 1.491 0.386 -1.178  C8 1.376, C10 1.396, H19 1.086
10 C 0.899 1.272 -0.276  C2 1.432, C5 1.408, C9 1.396
11 H 0.647 4.564 -1.214  C1 1.093
12 H -0.618 3.570 -1.931  C1 1.092
13 H 1.121 3.342 -2.341  C1 1.087
14 H -0.777 3.761 0.995  C3 1.055
15 H -0.180 1.798 2.631  N4 1.007
16 H 0.683 -0.810 2.384  C6 1.090
17 H 1.272 -2.489 0.539  C7 1.082
18 H 2.050 -1.604 -1.614  C8 1.080
19 H 1.850 0.706 -2.151  C9 1.086
20 C -1.557 -3.020 -0.537  C21 1.554, H22 1.072, H23 1.089, H24 1.087
21 C -1.696 -2.833 0.999  C20 1.554, H25 1.085, H26 1.088, H27 1.088
22 H -2.355 -3.612 -0.938  C20 1.072
23 H -1.653 -2.028 -0.977  C20 1.089
24 H -0.647 -3.541 -0.826  C20 1.087
25 H -0.820 -3.261 1.476  C21 1.085
26 H -2.665 -3.173 1.360  C21 1.088
27 H -1.662 -1.770 1.226  C21 1.088


# 3
C11H15N | ωB97M-V/def2-TZVPD

## Properties
LUMO level = 0.89 eV
electronic energy = -482.8749 Eh
energy above the lowest of the compared OMol25 structures with the same formula, charge and spin = 105.7 kJ/mol

Last columns: bonded neighbours and bond lengths (Å).
CARTESIAN COORDINATES (ANGSTROEM)
1 C -2.352 -0.409 0.991  C2 1.491, H11 1.089, H12 1.093, H13 1.074
2 C -0.875 -0.338 1.179  C1 1.491, C3 1.356, C10 1.436
3 C -0.111 0.777 1.070  C2 1.356, N4 1.400, H14 1.076
4 N 1.236 0.444 1.256  C3 1.400, C5 1.377, H15 1.009
5 C 1.308 -0.890 1.592  N4 1.377, C6 1.411, C10 1.393
6 C 2.391 -1.757 1.850  C5 1.411, C7 1.359, H16 1.087
7 C 2.137 -3.092 1.804  C6 1.359, C8 1.442, H17 1.077
8 C 0.845 -3.670 1.529  C7 1.442, C9 1.365, H18 1.080
9 C -0.184 -2.808 1.282  C8 1.365, C10 1.405, H19 1.071
10 C 0.036 -1.425 1.403  C2 1.436, C5 1.393, C9 1.405
11 H -2.771 -1.206 1.603  C1 1.089
12 H -2.589 -0.701 -0.035  C1 1.093
13 H -2.880 0.489 1.251  C1 1.074
14 H -0.372 1.816 0.974  C3 1.076
15 H 1.857 1.071 1.746  N4 1.009
16 H 3.310 -1.231 2.094  C6 1.087
17 H 2.837 -3.829 2.160  C7 1.077
18 H 0.960 -4.744 1.561  C8 1.080
19 H -1.142 -3.086 0.894  C9 1.071
20 C -1.058 2.724 -2.989  C21 1.543, H22 1.089, H23 1.090, H24 1.096
21 C 0.105 3.529 -3.603  C20 1.543, H25 1.098, H26 1.077, H27 1.093
22 H -2.051 3.142 -3.147  C20 1.089
23 H -0.949 1.698 -3.339  C20 1.090
24 H -0.945 2.672 -1.900  C20 1.096
25 H 1.038 2.986 -3.402  C21 1.098
26 H 0.098 4.504 -3.146  C21 1.077
27 H 0.122 3.332 -4.678  C21 1.093


# 4
C11H15N | ωB97M-V/def2-TZVPD

## Properties
LUMO level = 0.91 eV
electronic energy = -482.8773 Eh
energy above the lowest of the compared OMol25 structures with the same formula, charge and spin = 99.5 kJ/mol

Last columns: bonded neighbours and bond lengths (Å).
CARTESIAN COORDINATES (ANGSTROEM)
1 C -0.599 0.978 2.686  C2 1.480, H11 1.095, H12 1.073, H13 1.076
2 C -0.403 0.805 1.229  C1 1.480, C3 1.363, C10 1.432
3 C 0.110 -0.298 0.615  C2 1.363, N4 1.388, H14 1.079
4 N 0.031 -0.128 -0.761  C3 1.388, C5 1.373, H15 1.001
5 C -0.575 1.073 -1.039  N4 1.373, C6 1.383, C10 1.407
6 C -1.029 1.584 -2.241  C5 1.383, C7 1.384, H16 1.081
7 C -1.710 2.789 -2.254  C6 1.384, C8 1.406, H17 1.077
8 C -1.979 3.420 -1.027  C7 1.406, C9 1.390, H18 1.084
9 C -1.475 2.935 0.175  C8 1.390, C10 1.399, H19 1.081
10 C -0.789 1.716 0.194  C2 1.432, C5 1.407, C9 1.399
11 H 0.006 1.727 3.209  C1 1.095
12 H -0.156 0.156 3.213  C1 1.073
13 H -1.619 1.107 3.004  C1 1.076
14 H 0.197 -1.331 0.915  C3 1.079
15 H 0.379 -0.752 -1.463  N4 1.001
16 H -0.797 1.218 -3.231  C6 1.081
17 H -2.079 3.304 -3.125  C7 1.077
18 H -2.680 4.225 -0.835  C8 1.084
19 H -1.698 3.506 1.066  C9 1.081
20 C 1.845 -4.025 0.502  C21 1.529, H22 1.082, H23 1.100, H24 1.084
21 C 2.405 -3.041 -0.524  C20 1.529, H25 1.092, H26 1.092, H27 1.089
22 H 2.091 -3.790 1.530  C20 1.082
23 H 0.757 -3.866 0.487  C20 1.100
24 H 1.931 -5.055 0.175  C20 1.084
25 H 2.866 -3.548 -1.374  C21 1.092
26 H 3.217 -2.414 -0.150  C21 1.092
27 H 1.754 -2.296 -0.977  C21 1.089


# 5
C11H15N | ωB97M-V/def2-TZVPD

## Properties
LUMO level = 0.97 eV
electronic energy = -482.9037 Eh
energy above the lowest of the compared OMol25 structures with the same formula, charge and spin = 30.1 kJ/mol

Last columns: bonded neighbours and bond lengths (Å).
CARTESIAN COORDINATES (ANGSTROEM)
1 C -0.956 -0.702 4.170  C2 1.500, H11 1.085, H12 1.089, H13 1.090
2 C -0.400 0.333 3.239  C1 1.500, C3 1.353, C10 1.436
3 C -0.204 1.637 3.545  C2 1.353, N4 1.391, H14 1.085
4 N 0.327 2.318 2.454  C3 1.391, C5 1.376, H15 1.011
5 C 0.595 1.389 1.475  N4 1.376, C6 1.390, C10 1.408
6 C 1.256 1.534 0.261  C5 1.390, C7 1.383, H16 1.080
7 C 1.358 0.421 -0.553  C6 1.383, C8 1.389, H17 1.081
8 C 0.780 -0.795 -0.210  C7 1.389, C9 1.385, H18 1.079
9 C 0.150 -0.930 1.016  C8 1.385, C10 1.396, H19 1.086
10 C 0.109 0.141 1.910  C2 1.436, C5 1.408, C9 1.396
11 H -0.702 -0.494 5.205  C1 1.085
12 H -0.522 -1.674 3.936  C1 1.089
13 H -2.033 -0.842 4.078  C1 1.090
14 H -0.476 2.127 4.473  C3 1.085
15 H 0.923 3.116 2.624  N4 1.011
16 H 1.662 2.474 -0.082  C6 1.080
17 H 1.905 0.520 -1.480  C7 1.081
18 H 0.908 -1.668 -0.831  C8 1.079
19 H -0.276 -1.890 1.291  C9 1.086
20 C 0.041 -0.896 -4.079  C21 1.537, H22 1.092, H23 1.085, H24 1.092
21 C -1.178 -0.846 -5.013  C20 1.537, H25 1.093, H26 1.088, H27 1.084
22 H 0.438 0.107 -3.909  C20 1.092
23 H -0.178 -1.353 -3.120  C20 1.085
24 H 0.852 -1.440 -4.568  C20 1.092
25 H -1.138 -1.692 -5.704  C21 1.093
26 H -1.127 0.034 -5.650  C21 1.088
27 H -2.117 -0.931 -4.478  C21 1.084


# 6
C11H15N | ωB97M-V/def2-TZVPD

## Properties
LUMO level = 0.93 eV
electronic energy = -482.8772 Eh
energy above the lowest of the compared OMol25 structures with the same formula, charge and spin = 99.7 kJ/mol

Last columns: bonded neighbours and bond lengths (Å).
CARTESIAN COORDINATES (ANGSTROEM)
1 C -0.623 -2.704 1.820  C2 1.480, H11 1.096, H12 1.106, H13 1.090
2 C -1.144 -1.777 0.789  C1 1.480, C3 1.364, C10 1.439
3 C -2.332 -1.108 0.748  C2 1.364, N4 1.374, H14 1.081
4 N -2.365 -0.209 -0.290  C3 1.374, C5 1.377, H15 0.999
5 C -1.173 -0.316 -0.972  N4 1.377, C6 1.388, C10 1.399
6 C -0.680 0.360 -2.079  C5 1.388, C7 1.369, H16 1.089
7 C 0.637 0.239 -2.434  C6 1.369, C8 1.422, H17 1.081
8 C 1.402 -0.780 -1.804  C7 1.422, C9 1.377, H18 1.085
9 C 0.888 -1.597 -0.821  C8 1.377, C10 1.414, H19 1.082
10 C -0.437 -1.354 -0.390  C2 1.439, C5 1.399, C9 1.414
11 H 0.324 -3.114 1.452  C1 1.096
12 H -1.133 -3.667 2.003  C1 1.106
13 H -0.487 -2.425 2.865  C1 1.090
14 H -3.105 -1.340 1.467  C3 1.081
15 H -3.125 0.429 -0.411  N4 0.999
16 H -1.255 1.193 -2.482  C6 1.089
17 H 1.260 0.827 -3.094  C7 1.081
18 H 2.396 -1.047 -2.149  C8 1.085
19 H 1.373 -2.489 -0.449  C9 1.082
20 C 0.419 2.499 0.907  C21 1.549, H22 1.078, H23 1.085, H24 1.090
21 C 1.937 2.703 0.675  C20 1.549, H25 1.089, H26 1.085, H27 1.095
22 H 0.083 2.852 1.869  C20 1.078
23 H -0.151 3.010 0.139  C20 1.085
24 H 0.314 1.435 0.689  C20 1.090
25 H 2.493 1.814 0.970  C21 1.089
26 H 2.143 3.065 -0.327  C21 1.085
27 H 2.342 3.500 1.307  C21 1.095